1.
{"formula": "C4H12N2P", "method": "wB97M-V/def2-TZVPD", "elements": ["C", "C", "C", "C", "N", "N", "P", "H", "H", "H", "H", "H", "H", "H", "H", "H", "H", "H", "H"], "xyz": [[1.198686, -0.581130, -0.448394], [-0.042210, -0.985998, -1.264786], [0.797126, 0.617057, 0.372074], [-0.733760, 0.204253, 0.592786], [0.967113, 1.923209, -0.194072], [-1.077271, -0.027980, -0.802934], [-0.875675, -1.526141, 1.535076], [1.350689, -1.422387, 0.281038], [2.088972, -0.194482, -1.000007], [0.118749, -0.865935, -2.389327], [-0.410973, -1.963076, -1.032617], [1.314484, 0.593504, 1.337725], [-1.452567, 0.939322, 0.946805], [0.861674, 2.675782, 0.453199], [1.619700, 2.107836, -0.910019], [-1.085878, 0.915189, -1.115512], [-2.108130, -0.322563, -0.923933], [-2.168742, -1.220327, 1.992980], [-0.361989, -0.866130, 2.569919]], "atomic_forces_ev_per_a": [[0.621, 0.119, -0.054], [1.228, 1.541, -3.115], [-1.300, -0.145, 2.289], [1.902, 1.776, -1.247], [-1.712, -0.463, -0.290], [-2.987, -1.003, 0.263], [-2.318, -0.586, 0.794], [0.792, 0.767, -0.846], [-0.491, -1.423, 0.027], [-0.377, -0.292, 1.529], [-0.120, -0.558, 0.006], [-0.165, -0.298, 0.092], [-0.020, 0.049, 0.881], [0.142, 0.284, 0.247], [0.835, -0.124, -0.612], [0.761, 1.116, -1.661], [1.770, -0.198, 0.239], [-0.605, -1.072, -0.482], [2.042, 0.511, 1.941]], "mulliken_spin": [-0.02, 0.12, 0.05, 0.45, 0.01, -0.02, 1.26, 0.02, -0.01, 0.00, -0.04, -0.02, 0.05, -0.01, 0.01, 0.01, 0.02, 0.05, 0.06], "e_lumo_ev": [-2.86, -7.77], "homo_lumo_gap_ha": [0.22306, 0.21104], "homo_ha": [-0.3282, -0.4967], "spin_multiplicity": 3, "s2": 2.0048, "total_charge": 1, "total_energy_ha": -609.970110, "largest_force_ev_per_a": 3.69, "de_lowest_ev": 1.794}

***

2.
{"formula": "C4H12N2S", "method": "wB97M-V/def2-TZVPD", "elements": ["C", "C", "C", "S", "N", "C", "N", "H", "H", "H", "H", "H", "H", "H", "H", "H", "H", "H", "H"], "xyz": [[-1.676326, 0.630756, -1.248287], [-0.365274, 0.613269, -0.462216], [0.095936, 1.908187, 0.134280], [1.996535, 1.797886, 0.319673], [-0.483645, -0.571469, 0.481529], [0.703712, -1.398861, 0.588054], [0.728478, -1.999312, 1.929274], [-1.685922, -0.374282, -1.652608], [-1.708156, 1.259218, -2.144996], [-2.491837, 0.892100, -0.569811], [0.483326, 0.268019, -1.206413], [-0.358204, 2.139135, 1.094538], [-0.014995, 2.613104, -0.687988], [1.243277, 0.531853, -1.878701], [-1.298080, -1.162986, 0.414994], [1.554105, -0.697682, 0.463514], [0.881484, -2.283963, -0.178403], [1.291082, -2.830859, 2.001352], [1.104504, -1.334114, 2.602214]], "atomic_forces_ev_per_a": [[0.804, 0.048, -0.166], [-1.486, -2.192, 0.908], [2.293, -0.904, -0.752], [-0.814, 0.424, 0.356], [1.039, 0.678, -0.321], [1.233, -0.400, -0.266], [-0.273, -0.022, 0.334], [-0.911, -0.405, 0.030], [0.256, 0.407, 0.399], [-0.262, -0.314, -0.242], [-0.588, 0.564, 0.086], [-0.226, 0.208, -0.194], [-0.463, 0.592, 0.489], [0.877, 0.000, -0.678], [-0.318, 0.358, -0.354], [-0.400, -0.427, -0.161], [-0.790, 1.503, 1.072], [0.226, -0.143, -0.306], [-0.197, 0.027, -0.233]], "mulliken_spin": [0.00, 0.08, 0.00, 0.13, 0.04, -0.01, 0.00, -0.01, -0.01, -0.01, 0.18, 0.02, 0.00, 0.60, -0.01, -0.02, 0.01, 0.00, 0.00], "e_lumo_ev": [3.91, 3.86], "homo_lumo_gap_ha": [0.22949, 0.23799], "homo_ha": [-0.0858, -0.0962], "spin_multiplicity": 2, "s2": 0.7570, "total_charge": -1, "total_energy_ha": -667.183327, "largest_force_ev_per_a": 2.80, "de_lowest_ev": 1.961}